[1]
Computed, not measured: a molecular structure, C32H36FN5O5Sb2Sn at a distorted geometry, with ωB97M-V/def2-TZVPD.

The geometry in XYZ format:
```
82
Properties=species:S:1:pos:R:3:forces:R:3
H -7.43076 1.49601 -1.46516 -0.025 0.110 -0.092
H 6.61773 -2.66914 -4.26789 0.009 -0.129 -0.066
H 2.30211 -0.94578 -4.75342 -0.088 -0.167 -0.211
C 0.19158 -4.24423 1.77818 0.039 0.170 -0.176
O 0.44197 2.51160 2.23707 1.575 -0.383 -0.393
C 4.66669 0.21406 -2.54511 -0.120 0.458 0.295
H -1.95482 2.69917 4.04792 -0.019 0.051 -0.054
C -0.80992 2.50095 2.23232 -1.111 0.086 0.549
H 1.87467 -4.00754 -4.15534 -0.050 0.001 -0.079
H 2.92822 -2.81896 -0.01237 -0.064 -0.110 0.017
C 1.08322 -4.95046 2.56300 0.003 -0.041 0.029
O -1.53936 1.81500 1.49567 -0.369 -0.807 -0.686
C -3.80471 4.21417 3.08670 -0.973 0.510 -0.288
H 2.12481 0.41127 -3.57523 -0.107 0.119 0.093
C -1.49583 3.35703 3.30991 0.540 0.001 -0.174
H 1.63025 3.18017 -1.63558 0.109 -0.056 -0.138
C 1.59136 -2.29273 1.96255 -0.257 0.155 -0.033
H -0.69145 -4.71738 1.37970 -0.129 -0.054 0.047
H -4.80998 -3.90184 0.19341 -0.062 -0.009 -0.075
H 3.37452 -2.52444 3.11459 0.077 0.053 0.110
O -0.15550 -1.10172 -0.00098 -0.855 0.617 0.422
C -5.39002 1.00191 -1.02035 0.103 0.135 -0.087
C 2.22357 -4.32971 3.05183 0.049 0.025 -0.019
Sn -1.90805 0.45383 -0.43008 0.147 -1.100 0.381
C 6.04593 -1.90983 -3.75750 -0.595 0.039 -0.135
C 6.66320 -1.17194 -2.70900 0.093 0.509 0.571
H -8.27421 -0.67020 -0.57362 -0.160 -0.024 0.030
C 2.48037 -3.00281 2.74652 0.020 -0.009 -0.017
C -0.54656 -2.09278 0.74705 -0.363 0.502 -0.506
H 1.36171 4.25342 -0.24027 -0.003 -0.002 0.040
H 0.88013 -5.98222 2.80576 0.023 -0.096 -0.003
C -6.31834 -1.34441 -0.02630 0.448 0.035 0.061
H 6.45614 0.42398 -1.33147 0.049 0.043 0.039
H -2.72534 6.11337 0.09775 -0.013 -0.203 0.097
H -5.11308 -3.20853 1.78469 -0.085 0.070 0.022
C 5.99384 -0.16265 -2.11211 0.567 -0.339 -0.115
H 3.58127 3.55219 0.88628 -0.043 0.080 -0.071
C 0.43866 -2.90526 1.47398 0.441 -0.109 0.234
H 4.14531 2.00885 1.55666 0.134 -0.106 0.063
H 3.03337 3.02148 2.48277 -0.072 0.043 0.166
H 1.85659 -4.73058 -2.54782 -0.066 -0.022 0.135
H -0.73514 3.98256 3.78730 -0.151 -0.128 -0.041
C -4.39816 5.69699 1.21160 0.209 -0.265 0.186
N -2.50467 4.16996 2.67004 0.413 0.021 -0.234
O -0.98870 4.58793 1.05504 0.367 0.317 -0.173
H 3.34419 -3.98444 -3.14574 0.089 0.000 0.008
H 4.28375 -2.26852 -4.88158 -0.033 -0.088 -0.115
C 2.63456 -0.50388 -3.82829 -0.392 -0.323 0.330
H -3.50026 -3.81597 1.38314 -0.099 -0.043 0.000
H 3.37926 -1.14547 -0.33759 0.036 0.112 0.150
Sb 1.62850 -2.03517 -2.23673 0.681 -0.328 -0.407
C 1.09928 3.30371 -0.69748 -0.154 -0.312 0.411
C -4.72919 4.92244 2.40926 0.008 -0.446 0.500
C 3.30623 2.69121 1.48743 -0.261 -0.322 -0.304
H -6.66656 -2.27436 0.38700 -0.007 -0.162 0.020
N -3.03294 5.57259 0.90094 -0.034 0.325 -0.247
N -4.51437 0.13480 -0.52780 0.239 -0.114 0.241
H 4.70443 2.03756 -1.47198 0.203 0.096 0.226
C 4.75031 -1.67859 -4.10872 0.342 -0.251 -0.266
C -4.37337 -3.30349 0.99213 0.261 -0.099 0.105
H 7.66790 -1.42286 -2.40796 0.091 0.021 0.032
H 1.76272 -1.24441 1.74353 0.017 -0.081 -0.031
H -4.97549 1.92175 -1.41383 -0.041 0.071 -0.003
C 3.98430 -0.65003 -3.50859 0.038 -0.070 0.014
C 4.15417 1.39422 -2.13478 0.155 -0.468 -0.271
C -7.22243 -0.43943 -0.55378 0.141 0.300 -0.123
C -4.95948 -1.03207 -0.02763 -0.659 0.485 -0.338
O -5.13121 6.34315 0.51971 -0.250 0.098 0.018
Sb 1.58929 1.68306 0.64529 0.183 1.009 0.438
N -2.71706 -1.59356 0.44483 -0.282 1.029 -0.527
C 3.23173 -2.12172 -0.78463 -0.303 0.171 -0.441
C -3.95838 -1.96886 0.47910 0.740 -0.113 0.137
F -6.00165 4.90414 2.81214 0.173 0.155 -0.129
H 3.22070 1.77787 -2.49958 -0.263 0.067 -0.147
C -6.75472 0.76218 -1.06022 -0.049 -0.220 0.141
H -4.06288 3.66559 3.97889 -0.036 -0.046 0.041
C 2.25961 -3.91591 -3.14417 -0.090 0.612 0.043
H 2.91785 -4.87167 3.67242 0.067 -0.140 0.083
C -2.09974 4.78842 1.50595 -0.298 -0.099 0.161
H 0.02889 3.28707 -0.88310 -0.037 0.069 -0.088
N -1.78824 -2.42685 0.94027 0.072 -0.854 0.743
H 4.14769 -2.47327 -1.24654 0.118 -0.030 -0.126
```
Forces are in eV/Å.

Calculated total energy = -2685.12097 hartree
Frontier orbital gap = 5.82 eV
Charge = +2
HOMO energy = -12.99 eV

---

[2]
Computed, not measured: a molecular structure, C6H18F4HfO6 at a distorted geometry, with ωB97M-V/def2-TZVPD.

The geometry in XYZ format:
```
35
Properties=species:S:1:pos:R:3:forces:R:3
H 1.39622 -1.17658 -2.18808 -0.205 1.052 0.364
C 0.67332 -0.04274 2.20532 2.080 -0.859 0.976
H 1.43488 -0.38871 2.90422 -0.413 -0.059 0.667
H -0.43360 -0.42343 -0.59258 2.376 0.028 -1.478
H 1.15073 -0.44938 0.30628 2.886 1.978 0.410
H 0.23024 3.17865 -0.99023 0.432 0.458 -0.208
H 1.97349 -2.65041 -1.99949 -0.367 -1.285 0.455
H -0.60932 -1.71701 -2.64524 3.210 -5.576 -1.794
H -0.88814 -1.15234 3.11843 -0.138 0.478 0.077
C 1.11232 2.14643 0.74678 -2.660 4.926 -0.825
H 0.12622 -2.75080 0.16423 0.346 -0.226 -0.182
O 1.45147 0.13393 1.00692 10.398 -1.447 7.249
H 0.90186 1.23101 1.29978 -0.149 4.876 -1.614
O -0.97119 1.69408 -0.39398 3.557 2.661 1.239
H 0.56147 4.00302 1.07731 -0.027 0.495 0.166
H 1.76157 -1.94268 0.33500 -0.338 -0.128 0.485
C -0.43129 -1.00948 2.13916 -2.793 -1.295 -0.210
O -0.16547 -2.48153 -2.27090 5.049 -8.742 0.660
O 0.09796 -0.69894 0.15783 2.629 -8.455 -10.938
F -1.64010 -0.16078 -0.61285 -4.834 -0.577 -3.206
H 0.30484 0.92470 2.54648 -0.089 0.174 0.176
H 0.02007 -1.98277 1.94659 -0.245 -0.293 0.044
F -3.69069 -0.27994 -1.09409 -5.786 -4.171 0.254
O 0.62629 3.20438 1.60606 0.242 0.746 -0.517
F -1.03701 -0.85779 -2.43288 -1.233 8.714 -3.581
F -2.78211 1.59616 -1.05045 -5.550 6.674 -0.374
C 1.07113 -2.10615 -1.72085 -1.530 0.633 1.037
H -1.25987 1.32818 -1.23326 2.826 2.999 2.087
H 2.14022 2.30828 0.42225 0.349 -0.124 0.543
O -1.50497 -0.71908 1.15906 -3.636 -2.019 10.746
H -1.09713 -0.76195 0.29106 -2.325 -2.574 5.195
C 0.29273 2.16917 -0.58384 2.417 0.350 1.101
H 0.78306 1.51572 -1.30543 0.675 0.026 -0.289
C 0.79069 -1.95005 -0.16040 0.414 -1.448 -2.740
Hf -2.38989 0.26883 -2.15821 -7.567 2.011 -5.976
```
Forces are in eV/Å.

Calculated total energy = -1137.42361 hartree
Frontier orbital gap = 4.60 eV
HOMO energy = -7.38 eV

---

[3]
Computed, not measured: a single C4H8N2O molecule at a distorted geometry, with ωB97M-V/def2-TZVPD.

The geometry in XYZ format:
```
15
Properties=species:S:1:pos:R:3:forces:R:3
H -1.64803 1.86281 1.19528 0.386 -0.003 0.063
C 0.53880 -0.79743 -1.24989 -0.972 -0.357 0.672
H 1.97838 0.62997 -1.65098 1.603 0.934 -1.259
C 1.17794 0.32861 -1.07864 -0.517 0.290 0.564
H -0.16516 -1.97478 0.29580 0.593 -1.510 1.374
H -2.27233 0.93430 -0.06967 1.502 -0.146 1.111
H 1.73028 1.77181 1.50642 -0.942 0.817 2.156
C -0.42722 0.17919 0.80428 1.667 2.326 -0.574
H -1.38061 -1.14488 -0.38016 -2.734 -0.411 -1.258
H -0.10374 0.06445 1.89859 -0.105 0.089 -1.705
H 0.60720 -1.53125 -2.01825 0.421 -0.113 -0.586
C -0.39410 -1.05222 -0.12753 0.481 1.741 0.963
N 0.76591 1.17559 -0.04300 -2.009 -1.464 0.956
O 1.94597 1.53175 0.64394 1.584 -0.825 -1.603
N -1.63954 0.95392 0.76826 -0.958 -1.368 -0.873
```
Forces are in eV/Å.

Structure (SMILES) = N[C@H]1CC=CN1O
Calculated total energy = -341.83437 hartree
Frontier orbital gap = 8.81 eV
HOMO energy = -7.82 eV

---

[4]
Computed, not measured: 2 unconnected molecules or ions with the total composition CF3N3 at a distorted geometry, with ωB97M-V/def2-TZVPD.

The geometry in XYZ format:
```
7
Properties=species:S:1:pos:R:3:forces:R:3
N -0.21569 -0.84750 1.05104 1.788 -0.232 0.560
F -1.15984 -1.77602 1.23371 0.879 0.354 -0.056
F 0.49777 1.14829 0.34022 0.896 -0.237 0.370
F 1.09559 -1.40485 1.72481 -2.053 0.639 -0.823
N 0.46763 1.70781 -2.50560 -1.455 -1.441 0.384
C -0.39945 0.23380 0.42190 -1.492 -0.576 0.365
N -0.28601 0.93846 -2.26608 1.436 1.494 -0.800
```
Forces are in eV/Å.

Calculated total energy = -501.76227 hartree
Frontier orbital gap (alpha / beta) = 9.87 / 9.87 eV
HOMO energy (alpha / beta) = -10.69 / -10.69 eV

---

[5]
Computed, not measured: 2 unconnected molecules or ions with the total composition C3H7NO, with ωB97M-V/def2-TZVPD.

The geometry in XYZ format:
```
12
Properties=species:S:1:pos:R:3:forces:R:3
H -1.68257 -1.14505 0.58379 0.066 0.125 -0.131
C 1.16646 1.31412 0.59383 -0.219 -0.148 -0.015
C -1.65887 -0.60917 -0.35846 -0.061 0.049 -0.087
H 1.86744 1.40994 1.41693 -0.122 -0.031 -0.084
H 0.03105 -0.07879 1.45808 -0.003 0.052 -0.116
H 1.59224 -2.04513 -0.32430 -0.040 -0.021 -0.016
C -0.76320 0.38359 -0.60188 -0.011 0.017 0.045
N 0.18483 0.50952 0.64424 0.296 0.234 0.023
O -0.46330 1.17600 -1.49065 -0.081 -0.264 0.211
H 1.24156 1.88384 -0.33238 0.001 -0.039 0.096
H 0.87053 -1.92770 -0.47321 0.088 -0.030 -0.008
H -2.38616 -0.87116 -1.11598 0.086 0.055 0.083
```
Forces are in eV/Å.

Calculated total energy = -248.39523 hartree
Frontier orbital gap (alpha / beta) = 7.41 / 7.41 eV
HOMO energy (alpha / beta) = -7.72 / -7.71 eV

---

[6]
Computed, not measured: 2 unconnected molecules or ions with the total composition C10H22ClP at a distorted geometry, with ωB97M-V/def2-TZVPD.

The geometry in XYZ format:
```
34
Properties=species:S:1:pos:R:3:forces:R:3
H -2.69295 -0.06295 0.93791 -2.193 -2.811 -0.192
H -0.07359 -2.86574 -0.25047 1.717 -0.369 -0.437
Cl -2.09825 -2.30108 -0.36229 -0.082 1.113 -0.099
C -0.63485 2.52631 0.58789 3.862 -1.019 -0.560
H 1.45678 -3.20598 0.57553 1.515 -2.094 2.067
C 0.29874 -1.39728 1.96495 3.230 -0.563 -1.463
H 1.01305 -1.97385 2.53795 0.164 -0.288 0.167
H -1.34028 3.19207 0.91719 -1.895 1.797 0.803
H 1.66565 -2.45854 -0.99201 -0.896 -0.665 0.560
H 1.55235 0.25572 -3.54223 0.109 0.204 -2.100
H 2.58233 0.37748 -2.18205 0.579 -0.219 -0.184
C 1.73788 -0.15514 -2.60757 -1.159 1.813 2.443
H 0.12290 1.25929 -2.19575 -0.930 1.553 -0.949
H 0.30253 -0.45996 2.35001 -0.437 2.809 1.812
C 1.01348 -2.58224 -0.08599 -2.025 2.109 -3.040
H 1.89176 -1.20160 -2.61107 -0.054 -0.896 0.030
C 0.54926 0.41470 -1.78223 1.864 -1.887 -0.537
H -2.74137 0.47423 -1.18864 -0.307 1.346 -0.489
H -1.52703 0.60793 2.15483 -1.058 -0.430 0.208
H -0.59991 -1.85089 1.97967 -3.147 -1.382 -0.037
H -3.06893 2.27733 -0.69939 -0.125 -0.638 0.097
C 0.89652 -1.22527 0.56400 0.519 -0.197 1.160
H 2.96117 -1.31477 1.38848 -1.313 0.838 -0.948
C -2.23522 0.74996 1.32141 2.092 4.020 1.764
H 2.80254 -0.59806 -0.18247 0.864 0.319 -1.692
H 2.34495 0.32687 1.21237 -0.196 0.792 0.185
C -1.36497 1.22236 0.22849 0.974 1.017 -2.765
C -2.34517 1.51392 -1.02287 0.962 -0.990 1.152
C 2.29942 -0.62510 0.72690 0.469 -1.587 2.134
H -1.86384 1.96486 -1.89685 0.125 -0.506 0.097
H -0.12501 2.97328 -0.30621 -0.525 -0.412 0.651
H 0.20505 2.54042 1.40132 -1.549 -0.667 -1.231
P -0.15871 -0.10519 -0.43902 -1.119 -0.388 1.102
H -2.82626 1.70692 1.49820 -0.036 -1.723 0.291
```
Forces are in eV/Å.

Calculated total energy = -1195.65109 hartree
Frontier orbital gap (alpha / beta) = 8.50 / 8.50 eV
HOMO energy (alpha / beta) = -8.48 / -8.48 eV

---

Q: calculated total energy of number 4 (CF3N3)?
A: -501.76227 hartree

---

Q: Which of these has the lowest calculated total energy?
A: C32H36FN5O5Sb2Sn

---

Q: Which value of calculated total energy does entry 4 give?
A: -501.76227 hartree

---

Q: The highest calculated total energy belongs to which entry?
A: C3H7NO